# 1
Computed, not measured: a molecular structure, C46H43N4O2P2PdSTe, with the ωB97M-V functional and the def2-TZVPD basis.

Computed properties:
<S²>: 2.013
Frontier orbital gap (alpha / beta) (eV): 6.63 / 6.28

Geometry as ORCA input:
```
! wB97M-V def2-TZVPD RIJCOSX def2/J DEFGRID3
* xyz 1 3
Pd 0.50284 1.70279 -0.93802
Te -2.04058 -2.10823 1.47028
C -3.67253 -1.08830 2.45423
C -3.53475 -0.43487 3.66784
C -4.65439 0.20422 4.18962
N -5.83107 0.21240 3.59570
C -5.95470 -0.41423 2.44136
C -4.90432 -1.07586 1.81930
C -1.46745 -0.31110 0.52442
P -1.39258 -0.22635 -1.26130
C -2.23561 1.38495 -1.58720
C -3.34340 1.83372 -0.87147
C -3.88996 3.07236 -1.15818
C -3.33772 3.87243 -2.14815
C -2.25851 3.41835 -2.88827
C -1.71251 2.17382 -2.61347
C -2.67451 -1.41346 -1.79223
C -3.94793 -1.04589 -2.20899
C -4.86243 -2.01252 -2.59124
C -4.51248 -3.35155 -2.58209
C -3.23668 -3.72645 -2.19067
C -2.32189 -2.76215 -1.80613
P -0.26753 0.85035 1.19997
C -0.04432 0.51192 2.98040
C -0.24396 1.51575 3.92629
C -0.08587 1.25052 5.27293
C 0.32266 -0.00346 5.69588
C 0.59459 -0.98409 4.75689
C 0.42621 -0.72902 3.40754
C -1.25679 2.39619 1.27385
C -2.42940 2.54382 2.00606
C -3.10005 3.75199 1.98187
C -2.62627 4.79507 1.20170
C -1.48281 4.64046 0.43416
C -0.79394 3.44415 0.48552
H -2.59123 -0.41679 4.19673
H -4.59940 0.73602 5.12913
H -6.93677 -0.38594 1.99179
H -5.04526 -1.57026 0.86654
H -3.77168 1.21784 -0.09098
H -4.74329 3.42471 -0.59538
H -3.75377 4.84927 -2.34493
H -1.83652 4.03410 -3.66936
H -0.90252 1.77265 -3.22229
H -4.23172 -0.00587 -2.23896
H -5.85339 -1.71541 -2.90177
H -5.22969 -4.10049 -2.88331
H -2.95844 -4.77021 -2.19589
H -1.31228 -3.04761 -1.53345
H -0.53279 2.50582 3.60748
H -0.28400 2.02950 5.99223
H 0.44469 -0.20785 6.74756
H 0.94543 -1.95277 5.07619
H 0.67933 -1.49145 2.68194
H -2.81153 1.70756 2.57536
H -4.00553 3.87355 2.55753
H -3.16467 5.72805 1.16981
H -1.14501 5.44164 -0.20487
H 0.13282 3.27381 -0.10496
C 1.72741 -3.10493 0.68510
O 2.21851 -3.46400 -0.58291
C 3.27325 -4.30529 -0.73429
C 3.85102 -5.09716 0.24840
C 4.88013 -5.97031 -0.07398
C 5.33278 -6.07771 -1.37655
C 4.78648 -5.27110 -2.36408
C 3.78759 -4.36609 -2.04686
N 3.22711 -3.50005 -3.01807
C 2.96224 -2.21710 -2.80529
C 3.53017 -1.40445 -1.82609
C 4.76237 -1.69712 -1.18325
C 5.28651 -0.87401 -0.23517
C 4.56942 0.26916 0.17844
C 3.37919 0.58450 -0.39806
C 2.81109 -0.19559 -1.45965
O 1.72900 0.13234 -2.01008
H 1.08310 -2.24157 0.48960
H 2.53276 -2.80967 1.36376
H 1.13740 -3.91238 1.13388
H 3.49579 -5.04769 1.26484
H 5.31830 -6.58070 0.70252
H 6.11004 -6.78383 -1.62457
H 5.15124 -5.32068 -3.37888
H 2.81971 -3.94318 -3.83132
H 2.21137 -1.75895 -3.43831
H 5.31420 -2.56836 -1.50047
H 6.24649 -1.09088 0.20545
H 4.98791 0.89750 0.95203
H 2.78670 1.45348 -0.06740
C 2.98895 4.44514 -0.40750
N 3.55818 4.00515 -1.65540
C 2.83831 3.61671 -2.71386
N 3.47205 3.41182 -3.87989
S 1.16971 3.44159 -2.68861
H 3.55236 5.29655 -0.03254
H 3.00649 3.65253 0.34667
H 1.95833 4.76121 -0.57551
H 4.56565 4.00929 -1.71938
H 4.44471 3.63016 -4.01327
H 2.91384 3.17806 -4.68398
*
```


# 2
Computed, not measured: a molecular structure, C46H44BCl2CoN7O4, with the ωB97M-V functional and the def2-TZVPD basis.

Computed properties:
Energy relative to the best compared isomer or geometry (same formula, charge and spin) (kJ/mol): 337.1
<S²>: 0.766
Frontier orbital gap (alpha / beta) (eV): 4.45 / 4.36

Geometry as ORCA input:
```
! wB97M-V def2-TZVPD RIJCOSX def2/J DEFGRID3
* xyz -2 2
Co 0.06770 0.08579 1.00522
Cl 3.88416 3.34400 6.31169
C 3.12930 2.27558 5.16412
C 2.06237 2.72255 4.41148
C 1.36051 1.88813 3.52787
N 0.22870 2.39686 2.99610
C 0.05812 3.01195 1.85875
O -0.93986 3.62271 1.46062
C 1.33890 2.99659 1.04503
C 2.11328 4.14195 0.91273
C 3.32949 4.06291 0.25171
C 3.73519 2.81464 -0.21237
C 2.90708 1.72511 -0.01980
N 1.72549 1.80261 0.59011
C 1.79072 0.52214 3.38199
C 2.89885 0.12225 4.13893
C 3.54803 0.96859 5.01865
Cl 4.88428 0.35225 5.94757
N 1.04449 -0.35564 2.62906
C 1.13065 -1.70061 2.83596
O 2.09955 -2.34371 3.29409
C -0.12060 -2.41602 2.56575
C -0.38217 -3.59284 3.27725
C -1.60068 -4.21127 3.15154
C -2.54097 -3.64192 2.26826
C -2.17887 -2.50696 1.56671
N -1.01715 -1.89031 1.69528
H 1.71052 3.73670 4.52719
H 1.74531 5.07599 1.31040
H 3.94486 4.94293 0.10161
H 4.68663 2.69248 -0.71405
H 3.19850 0.74565 -0.36490
H 3.24415 -0.89406 4.05193
H 0.38475 -3.96452 3.94485
H -1.84590 -5.09955 3.72281
H -3.52366 -4.08045 2.14698
H -2.87766 -2.06147 0.86717
C -2.15112 2.19341 -5.11942
C -3.24633 1.32005 -4.57892
C -4.30399 0.92504 -5.39179
C -5.32605 0.12462 -4.91715
C -5.29451 -0.31953 -3.59819
C -4.24138 0.04939 -2.76892
C -3.22697 0.87492 -3.23451
N -2.15602 1.27692 -2.44674
C -1.85307 0.95592 -1.12203
N -2.87084 1.09331 -0.25993
C -2.85875 0.98177 1.14215
C -1.70734 0.60889 1.84100
C -1.85298 0.50379 3.22869
C -3.04603 0.75661 3.87841
C -4.16204 1.13456 3.15254
C -4.08359 1.25399 1.77749
C -5.31218 1.68074 1.01024
N -0.63778 0.60679 -0.80198
C 0.27096 0.60138 -1.88679
C 0.49919 -0.58376 -2.59462
C 1.30927 -0.59927 -3.71465
C 1.92552 0.56635 -4.14879
C 1.66901 1.75061 -3.47770
C 0.81158 1.80269 -2.38324
C 0.38374 3.14442 -1.85953
H -2.34918 2.45181 -6.15849
H -1.17835 1.69634 -5.07897
H -2.07464 3.12078 -4.54967
H -4.32307 1.25590 -6.42287
H -6.14027 -0.16073 -5.57062
H -6.07228 -0.96631 -3.21854
H -4.19066 -0.33820 -1.76311
H -1.32293 1.47188 -2.98436
H -3.68976 1.53032 -0.65513
H -1.00767 0.22418 3.83804
H -3.10961 0.67817 4.95863
H -5.10005 1.35157 3.65375
H -6.12930 1.86842 1.70602
H -5.64232 0.90974 0.31058
H -5.14101 2.60215 0.44982
H 0.00902 -1.47966 -2.24782
H 1.43953 -1.51041 -4.28661
H 2.56868 0.55512 -5.02238
H 2.10820 2.67408 -3.83354
H 1.24234 3.79840 -1.71393
H -0.15233 3.05326 -0.91846
H -0.27882 3.62917 -2.58365
C 1.58818 -4.13614 -1.79690
C 1.88525 -3.46118 -0.45049
C 1.85758 -4.52316 0.65455
O 0.81791 -2.55609 -0.18554
B 1.28871 -1.29610 0.10790
O 2.64176 -1.24800 -0.13892
C 3.16259 -2.54140 -0.42993
C 4.15836 -2.86328 0.68545
C 3.90416 -2.46800 -1.77116
H 0.61855 -4.62508 -1.72385
H 2.34096 -4.88224 -2.04442
H 1.52866 -3.40263 -2.59413
H 0.91867 -5.06971 0.58703
H 1.88416 -4.04431 1.62878
H 2.68479 -5.22539 0.57069
H 3.66635 -2.78488 1.65070
H 4.95158 -2.11851 0.66129
H 4.59480 -3.85194 0.56791
H 3.27027 -2.01601 -2.53016
H 4.22317 -3.45655 -2.09681
H 4.78569 -1.83999 -1.65455
*
```